C35H72NO22 | wB97M-V/def2-TZVPD

XYZ file:
```
130
Properties=species:S:1:pos:R:3:forces:R:3
C 9.133232 1.266599 -1.915768 -0.42 -0.31 -0.26
C 8.882119 1.566137 -3.209654 0.63 0.75 1.45
N 7.514256 1.991583 -3.588384 -0.36 -2.95 -1.17
C 6.575857 0.847920 -3.229581 -0.23 0.07 0.15
C 7.402016 2.245393 -5.072935 -0.59 0.93 -0.39
C 7.880645 3.629890 -5.507673 0.46 -0.48 -0.24
C 9.396811 3.812358 -5.726134 0.00 0.56 0.08
O 9.745344 3.883872 -7.087256 0.07 -0.24 0.26
C 10.140366 2.641894 -7.633514 -0.12 -0.02 -0.48
H 9.932322 1.705232 -1.330804 1.19 -1.19 -0.65
H 8.529631 0.512160 -1.416969 -1.08 1.28 0.76
H 9.633431 1.434057 -3.972900 0.10 1.55 -0.26
H 7.255451 2.829715 -3.073650 0.19 0.06 0.03
H 5.618231 0.947914 -3.728451 0.01 0.23 -0.07
H 7.077598 -0.053263 -3.561170 -0.11 -0.15 -0.05
H 6.401896 0.808736 -2.161072 0.12 0.06 0.10
H 7.880849 1.439476 -5.621942 0.28 -0.12 0.25
H 6.343184 2.182270 -5.313623 -0.10 -0.05 0.17
H 7.420631 3.810797 -6.479394 -0.04 0.04 -0.05
H 7.484105 4.411807 -4.859120 -0.06 -0.08 0.20
H 10.003932 3.048042 -5.237461 -0.08 -0.09 0.07
H 9.688365 4.763034 -5.279641 0.05 0.06 -0.06
H 9.289254 1.989786 -7.865316 -0.08 0.01 0.15
H 10.839890 2.104238 -6.987666 0.04 0.07 0.09
H 10.632216 2.855776 -8.577684 0.08 0.01 -0.03
C 0.342367 -0.833861 -0.887922 0.16 0.01 -0.28
C 1.011411 -1.701390 0.154414 -0.46 0.36 0.20
O 1.889214 -2.670390 -0.451198 0.22 -0.02 0.06
C 3.077848 -2.215662 -0.818454 -0.28 -0.01 -0.01
O 3.493193 -1.089576 -0.683420 0.09 -0.03 -0.05
O 3.753450 -3.222910 -1.384994 0.07 0.09 0.08
C 5.032502 -2.843733 -1.876920 0.29 -0.07 -0.14
H -0.161173 -1.446851 -1.636661 -0.09 -0.04 0.10
H -0.387623 -0.174099 -0.420272 0.01 -0.02 0.04
H 1.073835 -0.218958 -1.413088 0.01 0.06 0.09
H 0.262286 -2.275520 0.695924 0.12 -0.22 -0.08
H 1.555868 -1.103652 0.884559 0.14 -0.02 -0.10
H 5.617452 -2.344614 -1.105750 -0.07 0.07 0.00
H 4.914155 -2.193785 -2.745636 0.04 0.06 0.04
H 5.550260 -3.749912 -2.178566 -0.19 -0.10 0.02
C 1.970237 -5.959205 1.184879 -0.12 -0.23 0.09
C 1.790163 -5.917360 -0.317951 0.14 0.37 0.25
O 1.716956 -7.240438 -0.871538 -0.06 0.00 -0.13
C 0.532036 -7.840060 -0.753389 0.11 -0.06 0.07
O -0.454985 -7.367310 -0.250175 -0.02 0.01 -0.06
O 0.629240 -9.058079 -1.286685 -0.04 0.06 -0.04
C -0.560886 -9.845043 -1.176965 -0.15 -0.22 -0.05
H 2.828794 -6.578349 1.448880 0.07 0.09 -0.04
H 2.123176 -4.953780 1.578378 0.02 0.01 -0.04
H 1.096200 -6.390945 1.671948 -0.05 0.07 -0.03
H 2.653082 -5.445230 -0.780717 0.02 -0.18 -0.14
H 0.911690 -5.338258 -0.599457 -0.09 -0.14 0.00
H -1.424097 -9.307609 -1.564202 0.01 0.07 0.08
H -0.728162 -10.129715 -0.139417 -0.06 0.10 0.01
H -0.403046 -10.739986 -1.771693 0.16 0.06 -0.02
C -2.222428 4.593401 2.080150 0.13 -0.02 -0.25
C -1.529882 3.713591 3.098184 -0.43 0.37 0.16
O -0.671638 2.752124 2.460141 0.11 -0.11 0.10
C 0.512618 3.214997 2.070142 -0.19 0.05 -0.02
O 0.928341 4.333913 2.216561 0.06 -0.06 -0.01
O 1.169368 2.214066 1.470637 0.03 -0.09 0.01
C 2.438857 2.585249 0.938747 0.23 -0.11 -0.11
H -2.740934 3.984612 1.338017 -0.06 -0.01 0.06
H -2.943915 5.248693 2.567931 0.00 -0.03 0.04
H -1.503886 5.212388 1.543823 0.02 0.04 0.08
H -2.268113 3.135968 3.652131 0.12 -0.21 -0.08
H -0.970260 4.303854 3.822913 0.18 -0.04 -0.11
H 3.053315 3.073537 1.692590 -0.08 0.10 -0.01
H 2.307649 3.239095 0.076426 0.01 0.10 0.08
H 2.926653 1.666201 0.619855 -0.15 -0.08 0.03
C -2.484969 -0.846521 5.846326 -0.06 -0.08 0.26
C -2.572356 0.662052 5.753823 0.25 -0.26 -0.35
O -3.486801 1.193869 6.721666 0.00 0.14 -0.04
C -3.004692 1.308488 7.962231 -0.04 -0.06 0.10
O -1.891093 1.022003 8.315175 -0.01 0.03 -0.03
O -3.974838 1.788084 8.743612 0.22 -0.04 -0.11
C -3.608942 1.896059 10.122944 -0.11 0.12 0.31
H -3.479052 -1.290597 5.780042 0.00 0.02 -0.12
H -1.865237 -1.243343 5.042113 -0.01 0.03 -0.02
H -2.053489 -1.154267 6.798231 0.08 0.05 -0.03
H -2.965834 0.948990 4.779235 -0.19 0.11 0.11
H -1.592588 1.127427 5.860956 -0.03 0.01 0.18
H -2.682920 2.453996 10.240502 0.06 -0.09 -0.06
H -3.512958 0.905304 10.564201 0.11 0.00 -0.04
H -4.413687 2.431255 10.618874 -0.10 -0.01 -0.16
C -3.877691 4.188223 -5.058017 -0.19 0.08 0.16
C -2.982009 3.244613 -4.283941 0.04 0.02 -0.47
O -3.070037 3.477838 -2.870645 0.08 -0.11 0.09
C -4.137551 2.943408 -2.273760 -0.01 0.14 -0.04
O -4.993383 2.287138 -2.805803 0.04 -0.02 0.03
O -4.096559 3.273009 -0.980974 0.03 -0.06 0.02
C -5.225781 2.819912 -0.227933 -0.13 -0.03 0.22
H -3.666564 5.223162 -4.785946 0.10 -0.01 -0.06
H -3.725500 4.066056 -6.130361 0.03 -0.01 0.01
H -4.927326 3.999759 -4.835819 0.01 -0.09 -0.04
H -1.939850 3.418528 -4.548374 0.04 0.05 0.22
H -3.208589 2.202890 -4.509844 -0.12 0.00 0.13
H -5.387484 1.753250 -0.366181 -0.03 0.02 -0.11
H -6.116078 3.377392 -0.513870 -0.02 -0.08 -0.07
H -5.006174 3.014007 0.818566 0.13 0.09 -0.05
C -2.496638 -6.461837 -3.100895 -0.24 0.04 -0.12
C -1.383934 -6.813355 -4.065009 0.11 0.18 0.46
O -1.864821 -7.608998 -5.157382 0.09 -0.01 -0.10
C -2.476538 -6.931704 -6.129380 -0.05 -0.08 0.07
O -2.633525 -5.738464 -6.174002 0.03 -0.02 -0.03
O -2.889518 -7.808282 -7.045456 0.04 0.04 -0.01
C -3.623552 -7.227188 -8.125659 -0.12 -0.02 -0.22
H -3.013839 -7.363464 -2.770160 0.10 -0.03 0.09
H -2.095916 -5.946079 -2.228255 0.04 -0.07 0.02
H -3.238738 -5.818279 -3.573133 0.08 0.05 -0.04
H -0.633618 -7.422932 -3.561596 -0.04 -0.16 -0.16
H -0.881919 -5.921314 -4.439575 -0.11 0.01 -0.13
H -3.071729 -6.406550 -8.578664 -0.01 0.06 0.10
H -4.595024 -6.880878 -7.776212 0.05 0.10 0.02
H -3.768915 -8.009657 -8.864905 0.06 -0.11 0.12
C -9.198360 6.549068 8.148711 -0.06 -0.22 -0.14
C -7.838472 6.367885 8.788984 -0.19 0.42 0.00
O -7.516705 4.979301 8.952941 0.13 -0.01 0.02
C -7.072358 4.362252 7.856626 -0.07 -0.04 0.06
O -6.904856 4.868116 6.775973 0.02 -0.01 0.03
O -6.848525 3.085871 8.164519 0.02 0.02 0.00
C -6.422115 2.281762 7.061218 -0.10 -0.22 -0.21
H -9.958319 6.001505 8.707455 0.01 0.09 0.09
H -9.470436 7.604213 8.122140 0.02 0.00 0.03
H -9.203519 6.166087 7.128638 0.07 0.06 -0.02
H -7.838948 6.792249 9.791560 0.05 -0.20 0.08
H -7.057887 6.872012 8.219837 0.02 -0.15 -0.10
H -5.568340 2.725111 6.559173 -0.04 0.08 -0.02
H -7.246480 2.142726 6.361057 0.02 0.14 -0.04
H -6.129237 1.318008 7.460030 -0.04 0.06 0.18
```
Forces are in eV/Å.

Properties
F_max	3.2	eV/A
HOMO	-11.58	eV
frontier orbital gap	7.08	eV
LUMO	-4.51	eV
charge	+1